Formula: C2H3I2NO
Source: OMol25
Level of theory: the ωB97M-V functional and the def2-TZVPD basis

Last column: Löwdin charge in e.
Element x y z (Å)
C -0.178 1.695 0.654  0.01
C 0.711 -0.519 -1.668  -0.06
N -0.190 0.703 0.055  -0.14
O -0.228 -0.441 -0.613  -0.13
I -2.436 1.020 3.831  0.02
I -0.498 -0.779 3.560  0.01
H 0.533 0.263 -2.414  0.10
H 0.549 -1.500 -2.112  0.10
H 1.736 -0.442 -1.293  0.10

Its total charge is 0. The calculation puts the energy relative to the best compared isomer or geometry (same formula, charge and spin) at 3.3892 eV. The LUMO energy comes out at -1.506 eV.